No. 1
The following is a quantum chemistry calculation of C42H58FeN7O6 as an isolated structure at a distorted geometry, from the OMol25 dataset.

XYZ file:
```
114
Properties=species:S:1:pos:R:3:forces:R:3
Fe 1.226 0.478 2.951 0.09 0.07 0.27
C -3.084 -0.910 -0.030 -0.08 -0.88 -0.12
C -2.130 -1.548 -0.818 -0.24 1.15 -1.36
C -1.436 -2.565 0.034 0.61 -0.29 0.27
C -2.010 -2.485 1.263 -1.28 0.73 -1.06
C -3.159 -1.560 1.182 0.23 -0.48 2.55
C -4.187 -1.506 2.348 -1.80 0.00 -2.10
C -4.816 -2.962 2.522 0.89 1.34 -0.04
C -3.602 -0.940 3.647 0.74 -0.53 -0.74
C -5.416 -0.645 1.908 0.82 0.87 1.13
C -0.293 -3.558 -0.171 0.34 0.18 -2.37
C 1.124 -2.940 -0.100 0.06 0.15 1.71
C -0.377 -4.723 0.808 0.16 1.35 1.35
C -0.309 -4.219 -1.620 -0.46 -1.74 1.02
C -2.127 -1.199 -2.358 1.65 -0.90 -0.62
C -0.638 -1.138 -2.842 0.42 -1.60 -0.46
C -2.811 -2.397 -3.052 -1.47 0.87 -0.76
C -2.829 0.118 -2.834 0.84 0.13 2.11
H -3.767 -0.227 -0.450 -0.78 0.75 -0.14
H -1.737 -3.028 2.134 0.08 -0.38 0.44
H -4.060 -3.656 2.808 0.65 -0.66 0.33
H -5.305 -3.367 1.643 0.08 0.32 -0.46
H -5.561 -2.927 3.291 -0.42 0.08 0.64
H -3.049 -1.782 4.081 0.48 0.63 0.29
H -4.332 -0.619 4.359 -0.97 -0.19 0.40
H -3.021 -0.012 3.492 0.26 -0.74 -0.08
H -5.886 -1.006 1.008 -0.04 -0.10 -0.39
H -5.112 0.426 1.792 -0.29 -0.72 -0.09
H -6.156 -0.680 2.728 0.21 0.07 -0.39
H 1.371 -2.451 0.899 -0.53 -0.39 -1.09
H 1.286 -2.214 -0.897 0.26 -0.11 0.11
H 1.810 -3.797 -0.159 0.12 0.45 -0.31
H -0.084 -4.359 1.830 -0.18 -0.44 -0.78
H 0.355 -5.442 0.498 0.20 -0.70 -0.02
H -1.383 -5.128 0.897 0.04 -0.23 -0.24
H -0.313 -3.576 -2.496 0.02 0.03 0.33
H -1.188 -4.923 -1.666 0.61 0.73 -0.17
H 0.584 -4.894 -1.687 -0.62 0.64 0.01
H -0.022 -1.783 -2.196 -0.34 0.32 -0.43
H -0.138 -0.200 -2.781 -0.09 1.19 0.18
H -0.449 -1.511 -3.900 -0.65 0.38 1.08
H -2.281 -3.311 -3.024 0.80 -0.77 0.18
H -3.042 -2.197 -4.129 0.34 0.10 0.74
H -3.778 -2.607 -2.576 0.04 0.15 -0.03
H -2.485 0.928 -2.131 -0.62 -0.49 -0.55
H -3.905 0.005 -2.824 -0.33 0.17 0.16
H -2.531 0.461 -3.819 0.25 -0.51 -0.24
N -0.382 0.206 1.597 0.07 0.23 -0.39
C -0.694 1.505 0.970 0.44 0.57 2.62
C -1.957 2.069 1.660 0.56 1.43 -0.82
C -2.320 3.514 1.167 0.58 -1.00 1.02
C -2.673 3.690 -0.291 -0.13 -0.19 -0.26
N -1.494 3.408 -1.095 0.44 0.62 -0.07
C -1.353 3.817 -2.342 1.31 -1.76 0.60
N -2.271 4.490 -2.998 -2.29 1.41 -0.04
N -0.273 3.436 -3.040 -0.42 1.09 -0.81
C 0.439 2.521 1.246 0.36 -0.53 -1.10
O 0.551 3.459 0.417 -0.10 0.29 0.13
O 1.203 2.359 2.225 -0.26 0.23 0.28
H 0.061 -0.347 0.862 -0.21 -0.16 0.19
H -1.278 -0.201 1.838 0.22 -0.45 0.12
H -0.782 1.346 -0.071 -0.33 0.15 -1.10
H -1.843 2.124 2.758 0.22 -0.25 -0.58
H -2.748 1.403 1.417 -1.02 -0.66 -0.09
H -1.427 4.130 1.380 -0.75 0.12 0.11
H -3.163 3.801 1.793 0.00 0.45 -0.08
H -2.915 4.745 -0.419 -0.56 0.16 -0.01
H -3.527 3.039 -0.586 0.42 0.43 0.05
H -0.561 3.422 -0.473 0.03 -0.31 -0.38
H -3.014 4.959 -2.470 0.55 -0.50 -0.61
H -2.242 4.613 -3.997 0.03 0.03 0.18
H 0.500 2.953 -2.587 0.12 -0.36 -0.23
H -0.196 3.894 -3.960 0.61 -0.70 1.03
O -0.956 1.249 4.677 0.18 -0.38 0.09
C -0.283 0.437 5.300 0.89 -0.08 0.06
C -0.612 -0.068 6.717 -0.49 -0.57 -2.32
C 0.564 -1.018 7.014 -1.94 -0.46 0.29
C 1.410 -0.992 5.770 -1.24 -0.68 -0.90
O 2.302 -1.768 5.584 1.32 -0.34 -0.14
N 0.891 -0.129 4.822 -0.93 0.62 0.59
H -1.598 -0.556 6.505 0.69 0.14 0.82
H -0.781 0.856 7.234 0.05 0.09 1.04
H 0.224 -2.062 7.289 0.55 1.13 -0.57
H 1.175 -0.683 7.802 0.70 0.46 1.21
O 2.898 0.195 1.905 0.56 -0.74 1.01
C 2.962 0.385 0.690 -0.19 1.29 -2.05
N 4.129 0.529 -0.018 0.59 0.07 0.08
C 3.842 0.870 -1.395 0.49 -0.45 -1.32
C 2.304 0.966 -1.344 0.74 -0.27 1.25
O 1.650 1.387 -2.278 -0.75 0.20 -0.67
N 1.883 0.608 -0.113 -0.31 -0.53 -0.12
C 4.329 -0.320 -2.344 -0.50 1.48 -0.17
C 5.619 -0.794 -2.182 -0.15 -0.59 0.16
C 5.994 -1.919 -2.899 2.43 -1.17 0.08
C 5.210 -2.540 -3.837 -1.30 1.31 -0.10
C 4.001 -1.924 -4.165 0.07 -1.09 0.19
C 3.577 -0.841 -3.414 -0.99 0.24 0.07
C 4.378 2.261 -1.829 0.28 -1.58 -1.13
C 4.835 2.472 -3.156 -0.19 -1.02 0.17
C 5.360 3.685 -3.525 -0.31 1.05 1.80
C 5.431 4.727 -2.580 -0.75 -1.60 0.05
C 4.909 4.520 -1.295 1.70 1.26 -1.23
C 4.414 3.292 -0.929 -0.39 0.64 0.34
H 5.028 0.773 0.387 -0.53 -0.28 0.16
H 6.308 -0.377 -1.455 -0.16 0.02 -0.02
H 6.998 -2.413 -2.780 -0.95 0.88 0.35
H 5.489 -3.445 -4.307 0.47 -0.70 -0.42
H 3.350 -2.420 -4.908 0.30 0.67 0.38
H 2.585 -0.470 -3.687 0.35 0.28 0.52
H 4.837 1.669 -3.915 -0.18 0.35 0.76
H 5.745 3.885 -4.483 0.36 -0.11 -1.19
H 5.907 5.619 -2.901 0.22 0.88 0.14
H 5.093 5.316 -0.582 -0.53 -0.12 0.17
H 4.008 3.259 0.061 -0.16 -0.65 0.46
```
Forces are in eV/Å.

Computed properties:
Charge   0
<S²>   8.77
Energy relative to the best compared isomer or geometry (same formula, charge and spin)   38.4 kcal per mole
Spin multiplicity   6



No. 2
The following is a quantum chemistry calculation of one molecule with the formula C5H16N2Si at a distorted geometry, from the OMol25 dataset.

XYZ file:
```
24
Properties=species:S:1:pos:R:3:forces:R:3
C -0.856 2.175 -1.309 -0.44 -1.58 -0.96
N 0.013 0.963 -1.577 -0.58 0.73 -1.54
N -0.422 -0.043 -0.735 0.32 -1.78 1.97
C -1.752 -0.621 -0.930 0.24 1.29 -2.03
Si 0.609 -0.424 0.653 1.73 0.45 -2.46
C -0.293 -0.629 2.193 -3.04 -2.34 -0.23
C 1.894 1.065 0.790 -3.04 -0.62 0.77
C 1.331 -2.146 0.177 4.14 1.06 2.98
H -1.333 2.538 -2.225 0.33 0.34 0.15
H -1.649 1.767 -0.684 -0.27 0.43 -0.04
H -0.389 2.946 -0.720 0.61 0.31 -0.19
H 0.013 0.589 -2.582 -0.25 1.21 1.84
H -1.811 -1.643 -1.273 0.53 -0.70 0.23
H -2.486 -0.475 -0.167 -0.26 0.13 0.99
H -2.146 -0.074 -1.803 -0.20 -0.12 0.22
H -0.899 -1.622 1.998 0.99 1.57 0.32
H 0.313 -0.897 3.017 0.78 -0.02 0.97
H -1.089 0.054 2.484 0.32 0.41 0.01
H 2.656 1.065 0.080 1.34 -0.28 -1.20
H 1.216 1.949 0.482 1.24 -1.03 1.26
H 2.320 1.003 1.819 -0.46 0.75 -0.69
H 2.302 -2.002 -0.407 -1.28 -0.01 0.47
H 1.729 -2.774 1.095 -0.95 1.17 -1.51
H 0.729 -2.764 -0.376 -1.79 -1.38 -1.37
```
Forces are in eV/Å.

Computed properties:
Charge   0
Energy relative to the best compared isomer or geometry (same formula, charge and spin)   38.3 kcal per mole
SMILES string   CNN(C)[Si](C)(C)C



No. 3
The following is a quantum chemistry calculation of one molecule with the formula C17H25NO, from the OMol25 dataset.

XYZ file:
```
44
Properties=species:S:1:pos:R:3:forces:R:3
C 1.616 2.377 1.422 -0.12 0.03 0.09
C 0.472 1.616 0.788 0.43 0.22 0.13
O -0.676 2.008 0.887 -0.21 0.06 0.08
N 0.770 0.439 0.169 -0.16 -0.21 -0.10
C -0.336 -0.413 -0.250 -0.36 0.00 -0.05
C -1.062 -1.192 0.885 0.01 -0.02 0.20
C -1.103 -2.680 0.520 -0.04 0.25 0.03
C -0.359 -1.038 2.237 -0.08 0.00 -0.23
C -2.499 -0.640 1.043 0.03 0.03 -0.13
C -3.346 -0.786 -0.182 0.07 -0.08 0.21
C -3.835 0.185 -0.946 -0.17 0.02 -0.22
C -3.626 1.654 -0.721 0.11 -0.12 0.16
C -4.705 -0.130 -2.129 0.10 -0.12 0.12
C 2.067 0.075 -0.244 0.50 0.01 -0.18
C 2.543 -1.217 -0.037 -0.10 0.10 0.06
C 3.807 -1.574 -0.470 0.05 -0.04 -0.04
C 4.612 -0.655 -1.120 0.07 -0.01 -0.03
C 4.136 0.625 -1.350 0.09 0.01 0.01
C 2.871 0.987 -0.925 -0.12 -0.10 0.03
H 1.261 2.771 2.372 -0.06 -0.02 -0.02
H 1.888 3.228 0.800 0.05 0.04 -0.04
H 2.490 1.753 1.583 0.07 0.06 0.02
H -1.070 0.224 -0.752 0.10 -0.10 -0.06
H 0.062 -1.113 -0.986 -0.02 0.10 0.03
H -0.103 -3.110 0.537 0.12 -0.06 -0.02
H -1.716 -3.227 1.233 -0.08 -0.10 0.08
H -1.518 -2.826 -0.474 -0.04 -0.08 -0.13
H -0.404 -0.009 2.581 0.00 0.10 0.10
H -0.855 -1.662 2.978 -0.06 -0.07 0.08
H 0.685 -1.340 2.186 0.12 -0.05 0.04
H -2.982 -1.184 1.860 0.02 -0.01 0.09
H -2.426 0.406 1.334 -0.01 0.00 0.08
H -3.593 -1.809 -0.441 -0.11 -0.11 -0.14
H -3.515 2.164 -1.677 0.00 0.08 -0.07
H -4.499 2.076 -0.222 -0.10 0.10 -0.01
H -2.752 1.866 -0.114 0.05 0.07 0.04
H -5.659 0.390 -2.042 -0.11 0.05 -0.06
H -4.229 0.207 -3.050 -0.02 0.06 -0.10
H -4.898 -1.197 -2.211 -0.04 -0.08 -0.03
H 1.925 -1.943 0.465 -0.10 -0.06 0.07
H 4.164 -2.579 -0.296 0.02 -0.08 0.02
H 5.599 -0.936 -1.453 0.08 -0.02 -0.03
H 4.747 1.344 -1.875 0.04 0.06 -0.04
H 2.494 1.975 -1.136 -0.06 0.09 -0.03
```
Forces are in eV/Å.

Computed properties:
Charge   0
Energy relative to the best compared isomer or geometry (same formula, charge and spin)   18.0 kcal per mole
SMILES string   CC(=O)N(CC(C)(C)CC=C(C)C)c1ccccc1



No. 4
The following is a quantum chemistry calculation of an isolated ion of composition C5H5ClN5O and charge +1 at a distorted geometry, from the OMol25 dataset.

XYZ file:
```
17
Properties=species:S:1:pos:R:3:forces:R:3
H -0.466 -2.425 -1.574 -1.52 1.02 0.81
N -1.025 -1.703 -1.018 -1.26 -1.92 0.03
C -2.040 -2.095 -0.338 3.05 2.01 -1.86
N -2.485 -1.182 0.681 -0.97 -1.51 0.65
N -2.037 -0.095 0.682 0.71 2.03 0.31
C -1.261 0.795 0.173 -0.25 2.32 -0.75
Cl -2.095 2.263 -0.352 0.23 -1.06 0.12
C 0.138 0.893 0.238 0.26 -1.91 0.20
C 0.993 1.937 0.011 -0.17 -1.57 0.60
N 2.252 1.556 0.140 -2.93 -0.73 0.62
N 2.238 0.234 0.424 1.74 -2.05 -0.06
C 0.972 -0.303 0.433 -0.43 1.14 0.84
O 0.650 -1.439 0.669 0.62 -0.50 0.33
H -2.571 -2.971 -0.220 -0.68 -2.12 -0.25
H 0.641 2.850 -0.237 -0.25 3.12 -0.78
H 3.013 2.023 -0.216 2.22 1.07 -0.75
H 3.084 -0.338 0.507 -0.38 0.66 -0.04
```
Forces are in eV/Å.

Computed properties:
Charge   +1
Electronic energy   -27275.2017 eV
SMILES string   [H]/N=C/N=N\C(Cl)=C1\C=[NH+]NC1=O